Entry from OMol25: a structure of composition C9H13Cl3F2NO13V in a non-equilibrium geometry (ωB97M-V/def2-TZVPD).

Atoms and positions in Å:
O1 3.83633 -33.68256 11.36370
V1 3.33324 -32.66362 12.38758
Cl1 9.63092 -31.45773 13.68994
O2 10.45152 -30.31121 13.62315
O3 8.26108 -31.00682 13.77918
O4 9.81931 -32.30229 12.56596
O5 9.88141 -32.21933 14.87104
C1 16.40529 -25.17455 14.66050
N1 16.39784 -24.05963 13.64079
O6 15.53816 -23.14810 13.76171
O7 17.29921 -23.93210 12.88463
H1 15.91763 -24.88168 15.59029
H2 17.45956 -25.39964 14.82162
H3 15.93196 -26.04777 14.21156
C2 15.03612 -30.82745 19.88910
C3 15.06240 -32.00780 20.83882
O8 16.33851 -31.83172 21.48574
C4 16.59300 -30.50823 21.46739
O9 17.54075 -30.00264 22.05877
O10 15.71520 -29.87027 20.66388
F1 15.03929 -33.17604 20.26480
H4 14.00689 -30.58578 19.62382
H5 15.57574 -31.19658 19.01694
H6 14.22513 -31.91127 21.53002
C5 5.60469 -34.57751 22.18871
C6 6.96532 -34.78439 21.61568
O11 7.31198 -36.08442 21.98221
C7 6.50510 -36.52280 22.96493
O12 6.56946 -37.59312 23.57989
O13 5.53667 -35.59033 23.22657
F2 7.76331 -33.91248 22.27444
H7 4.85758 -34.91997 21.47270
H8 5.18122 -33.62570 22.50938
H9 6.91082 -34.60379 20.54214
Cl2 8.95035 -31.19360 5.50828
C8 10.61773 -30.75799 5.95581
C9 10.57012 -29.43325 6.79980
Cl3 12.13989 -28.86667 7.28040
H10 11.20324 -30.67312 5.04034
H11 10.91875 -31.69845 6.41735
H12 9.95504 -29.63700 7.67631
H13 10.09292 -28.63478 6.23161

2S+1	4
total charge	+1
⟨S²⟩	3.8134
gap between HOMO and LUMO (spin up / spin down)	4.491 / 3.685	eV

Atomic partial charges in e from the Mulliken method, atoms 1 to 8:
1 O -0.476
2 V 1.476
3 Cl 1.634
4 O -0.441
5 O -0.380
6 O -0.471
7 O -0.342
8 C -0.697

***

Entry from OMol25: the ion C9H13F3N2O2P with charge +1 in a non-equilibrium geometry (ωB97M-V/def2-TZVPD).

Atoms and positions in Å:
C1 -3.23409 1.69352 -0.66639
P1 -1.71161 1.90814 0.31029
O1 -2.26337 1.99647 1.84225
N1 -0.74167 0.29604 0.08716
C2 -0.49708 -0.40632 1.39046
C3 0.04934 -1.82429 1.22632
O2 -0.52969 -2.45505 0.09959
C4 1.60151 -1.95063 1.24642
F1 2.23263 -0.78241 1.38059
F2 1.94335 -2.69578 2.31820
F3 2.04669 -2.61031 0.18556
C5 0.49226 0.55318 -0.68233
C6 0.92145 -0.40151 -1.56764
C7 2.08933 -0.17379 -2.24863
C8 2.73974 1.00991 -2.02914
N2 2.35298 1.95123 -1.18369
C9 1.24494 1.68495 -0.52136
H1 -3.93070 0.97197 -0.22898
H2 -2.99415 1.48408 -1.70847
H3 -3.73095 2.66497 -0.60711
H4 -1.55334 1.94441 2.49440
H5 -1.35550 -0.29605 -0.48268
H6 -1.46879 -0.49817 1.87940
H7 0.12955 0.23867 2.00573
H8 -0.29272 -2.38800 2.09603
H9 -0.94645 -3.26631 0.40700
H10 0.38329 -1.32458 -1.74578
H11 2.44792 -0.93201 -2.92742
H12 3.66258 1.18676 -2.57393
H13 0.91256 2.42090 0.20416

total charge	+1
structure (SMILES)	CP(O)[N@H+](C[C@@H](O)C(F)(F)F)c1cccnc1
gap between HOMO and LUMO	9.932	eV

Atomic partial charges in e from the Mulliken method, atoms 1 to 8:
1 C -1.043
2 P 0.332
3 O -0.512
4 N 0.278
5 C -1.078
6 C -0.410
7 O -0.526
8 C 0.790

***

Entry from OMol25: a structure of composition C9H13GaO5P in a non-equilibrium geometry (ωB97M-V/def2-TZVPD).

Atoms and positions in Å:
Ga1 -0.57813 -0.58513 0.30100
C1 -0.72391 -1.78847 1.83701
O1 -0.38264 -2.56996 2.64756
C2 1.89371 -0.92152 0.98122
O2 2.57961 -1.71922 1.42983
C3 0.02773 1.41184 1.37947
O3 0.07444 2.05760 2.33295
C4 0.22598 -1.88735 -1.23203
O4 0.34311 -2.89630 -1.81173
C5 1.08970 1.84933 -2.20510
H1 0.56243 1.48183 -3.07874
H2 0.65687 2.73676 -1.76634
C6 2.10256 1.17746 -1.62641
H3 2.56780 1.50012 -0.69913
H4 2.45420 0.22412 -2.02039
C7 -4.27622 -0.66509 -0.31880
P1 -3.35474 0.85970 -0.58363
C8 -4.00105 1.86210 -1.91356
C9 -3.32539 1.81903 0.94716
O5 -1.87764 0.59691 -1.00511
H5 -4.27285 -1.23149 -1.25937
H6 -5.30884 -0.44381 -0.01484
H7 -3.81281 -1.26923 0.47366
H8 -5.03161 2.19544 -1.74963
H9 -3.31779 2.70115 -2.07413
H10 -3.93308 1.26080 -2.81905
H11 -2.90443 1.24706 1.79079
H12 -2.74281 2.74690 0.81768
H13 -4.32899 2.12046 1.28252

total charge	+3
gap between HOMO and LUMO	4.974	eV

Atomic partial charges in e from the Mulliken method, atoms 1 to 8:
1 Ga 0.354
2 C 0.787
3 O 0.002
4 C 0.146
5 O -0.043
6 C 0.339
7 O -0.029
8 C 0.487

***

Entry from OMol25: an isolated molecule of C9H13N2O2P in a non-equilibrium geometry (ωB97M-V/def2-TZVPD).

Atoms and positions in Å:
C1 0.85520 -1.75536 -3.09575
C2 0.85364 -0.57504 -2.36142
C3 0.50420 -2.97757 -2.51421
C4 0.45258 -0.62391 -1.03975
C5 0.02332 -3.01583 -1.22091
C6 0.09310 -1.82530 -0.38573
C7 -1.62565 0.16797 1.42397
C8 -0.40395 -0.81168 1.77025
C9 1.53670 2.65443 1.01960
N1 -1.38812 1.53053 1.79546
N2 -0.33096 -1.91536 0.90926
O1 -1.95451 3.91603 0.95233
O2 0.30090 3.26560 1.26917
P1 -1.12225 2.72811 0.60782
H1 1.09448 -1.74855 -4.21123
H2 1.03337 0.50163 -2.77492
H3 0.48550 -3.74010 -3.35649
H4 0.39635 0.33686 -0.61442
H5 -0.42250 -3.83151 -0.63343
H6 -1.75890 0.36717 0.33062
H7 -2.41714 -0.32031 1.80455
H8 0.35066 -0.09057 1.85015
H9 -0.58003 -1.26726 2.66218
H10 1.45402 1.57915 1.40280
H11 2.37993 2.99956 1.72148
H12 2.08393 2.76321 0.05064
H13 -1.89385 1.68813 2.63798

total charge	0
gap between HOMO and LUMO (spin up / spin down)	5.438 / 7.988	eV

Atomic partial charges in e from the Mulliken method, atoms 1 to 8:
1 C -0.135
2 C -0.589
3 C -0.514
4 C 0.412
5 C -0.350
6 C 0.296
7 C -0.703
8 C -0.513

***

Entry from OMol25: a cluster of 2 separate species, C9H13N2O3 in total in a non-equilibrium geometry (ωB97M-V/def2-TZVPD).

Atoms and positions in Å:
C1 3.69022 -1.12560 0.15650
C2 3.85243 0.08859 0.90880
C3 2.52537 -1.01479 -0.57655
C4 2.83101 0.93669 0.57314
C5 -1.04579 0.24964 0.05325
C6 -1.38131 -0.01586 1.48842
C7 -2.92979 0.22482 1.41053
C8 -3.33696 0.18206 -0.05860
C9 -1.92432 -0.02985 -2.21148
N1 1.96574 0.28037 -0.33877
N2 -2.02851 0.08674 -0.73930
O1 1.83120 -1.70654 -1.44382
O2 2.55640 2.18291 0.99844
O3 0.92554 0.71138 -0.81718
H1 4.39805 -1.94503 0.17111
H2 4.73288 0.30722 1.51665
H3 -1.32459 -1.15275 1.70040
H4 -0.71299 0.68036 2.07340
H5 -3.45508 -0.42757 2.11440
H6 -3.16133 1.19971 1.73174
H7 -3.95305 -0.67451 -0.44697
H8 -3.81611 1.20256 -0.37112
H9 -1.53930 -0.97467 -2.56207
H10 -1.36792 0.72850 -2.67556
H11 -2.89047 0.08676 -2.53194
H12 2.29046 -2.51014 -1.85093
H13 3.26821 2.42902 1.72749

total charge	+1
gap between HOMO and LUMO (spin up / spin down)	5.621 / 5.619	eV

Atomic partial charges in e from the Mulliken method, atoms 1 to 8:
1 C -0.729
2 C -0.388
3 C 0.352
4 C 0.327
5 C 0.041
6 C -0.256
7 C -0.773
8 C -0.493

***

Entry from OMol25: an isolated molecule of C9H13N3 in a non-equilibrium geometry (ωB97M-V/def2-TZVPD).

Atoms and positions in Å:
C1 3.46528 0.78596 0.13879
C2 1.91497 -0.62533 -0.12007
C3 -0.04999 1.52109 -0.58831
C4 -0.28698 -0.95277 -1.50952
C5 1.21195 1.83120 0.27728
C6 0.43039 -1.07751 -0.15159
C7 -0.49276 0.09913 -0.38307
C8 0.12944 -2.25855 0.78366
C9 -1.85419 -0.02330 0.23742
N1 4.04595 -0.35528 -0.07969
N2 3.07090 -1.26882 -0.24984
N3 2.13844 0.71061 0.19297
H1 3.92465 1.70584 0.24435
H2 -0.72219 2.30698 -0.21685
H3 0.11131 1.58380 -1.58759
H4 0.25020 -0.74684 -2.32240
H5 -1.02045 -1.55417 -1.81745
H6 1.63784 2.66732 -0.11142
H7 0.88848 2.08619 1.38271
H8 -0.89380 -2.21238 0.89948
H9 0.55969 -1.91875 1.68490
H10 0.45849 -3.32345 0.45674
H11 -2.21770 -0.93905 0.54615
H12 -2.64800 0.39917 -0.58383
H13 -1.79830 0.51879 1.20885

total charge	0
structure (SMILES)	C[C@@]12CCn3cnnc3[C@]1(C)C2
gap between HOMO and LUMO	9.732	eV

Atomic partial charges in e from the Mulliken method, atoms 1 to 8:
1 C -0.087
2 C -0.211
3 C -1.196
4 C -1.707
5 C -0.601
6 C 1.601
7 C 1.379
8 C -1.556

***

Q: The highest total charge belongs to which entry?
A: C9H13GaO5P

***

Q: Which of these has the highest total charge?
A: C9H13GaO5P

***

Q: Which formula does entry 4 have?
A: C9H13N2O2P

***

Q: Which formula does entry 6 have?
A: C9H13N3